[1]
ORCA calculation (ωB97M-V/def2-TZVPD) on a molecular structure, C23H21N3O4PdS2SbSe4.

Computed properties:
- Frontier orbital gap (spin up / spin down): 4.44 / 4.43 eV
- Total charge: -1
- Total energy: -12124.609022 Ha
- LUMO energy (spin up / spin down): -0.42 / -0.42 eV

CARTESIAN COORDINATES (ANGSTROEM)
Pd -0.2851 0.3415 0.3772
N 0.2357 2.6885 -0.0463
C 1.5714 2.5957 -0.6345
C 2.3768 1.4858 0.0390
O 3.5588 1.6925 0.3159
N 1.7062 0.3379 0.2596
C 2.2302 -0.5253 1.3130
C 1.3388 -0.4475 2.5689
O 1.6688 -1.0607 3.5731
O 0.2720 0.2803 2.4499
H 0.2706 2.9693 0.9262
H -0.3695 3.3223 -0.5515
H 1.4559 2.3556 -1.6944
H 2.1618 3.5113 -0.5588
H 2.2526 -1.5681 0.9944
H 3.2443 -0.2291 1.5788
O -1.2772 0.0231 -2.0673
S 0.0388 0.1126 -2.7612
C -0.0868 1.4371 -3.9626
C -1.3260 2.0171 -4.1746
C -1.4181 3.0775 -5.0667
C -0.2863 3.5409 -5.7225
C 0.9518 2.9537 -5.4876
C 1.0584 1.8991 -4.5949
C 0.0989 -1.2689 -3.9069
C 1.3175 -1.6921 -4.4138
C 1.3495 -2.7987 -5.2505
C 0.1744 -3.4747 -5.5524
C -1.0362 -3.0497 -5.0206
C -1.0798 -1.9403 -4.1891
H -2.1938 1.6483 -3.6357
H -2.3799 3.5421 -5.2415
H -0.3639 4.3717 -6.4123
H 1.8357 3.3261 -5.9890
H 2.0222 1.4479 -4.3879
H 2.2316 -1.1742 -4.1470
H 2.2936 -3.1424 -5.6529
H 0.2047 -4.3453 -6.1949
H -1.9491 -3.5857 -5.2460
H -2.0071 -1.5966 -3.7446
Se -3.3614 -2.6092 -1.2414
Sb -4.1017 -0.3203 -0.8223
Se -2.6047 0.7408 0.9213
Se -5.6832 -1.6357 0.4610
Se -4.7746 1.1608 -2.5747
S -0.1366 -4.6930 -0.4767
C 0.2765 -3.0078 -0.5488
N -0.2059 -2.2646 0.3770
C -0.9470 -3.0129 1.2802
C -1.5587 -2.5069 2.4272
C -2.2887 -3.3746 3.2099
C -2.4045 -4.7311 2.8763
C -1.7765 -5.2502 1.7626
C -1.0401 -4.3744 0.9681
H 0.8891 -2.6297 -1.3576
H -1.4217 -1.4650 2.6872
H -2.7800 -3.0028 4.0993
H -2.9897 -5.3870 3.5086
H -1.8556 -6.3005 1.5148

---

[2]
ORCA calculation (ωB97M-V/def2-TZVPD) on 2 unconnected molecules or ions with the total composition C24H23F6Si.

Computed properties:
- Frontier orbital gap: 6.43 eV
- Total charge: +1
- Total energy: -1816.778919 Ha
- LUMO energy: -5.04 eV

CARTESIAN COORDINATES (ANGSTROEM)
F 5.5805 0.8642 0.1644
C 5.4298 0.5840 1.4874
F 6.3113 -0.4184 1.7951
F 5.8419 1.6931 2.1820
C 4.0188 0.1769 1.8207
C 3.8163 -0.6197 2.9420
C 2.5167 -0.9601 3.3083
C 1.4019 -0.5483 2.5533
C 0.0346 -1.0222 3.0441
C -1.3215 -0.4319 2.6452
C -1.5648 0.6859 1.8366
C -2.8729 0.9810 1.4128
C -3.9479 0.2485 1.9094
C -5.3463 0.5886 1.4762
F -6.2229 -0.4232 1.7270
F -5.8442 1.7007 2.1025
F -5.3961 0.8318 0.1313
C -3.7318 -0.8423 2.7484
C -2.4265 -1.1618 3.1156
C 1.6326 0.1370 1.3563
C 2.9385 0.5460 1.0257
H 4.6611 -0.9552 3.5388
H 2.3442 -1.5708 4.2052
H 0.0795 -1.1118 4.1555
H -0.7413 1.3448 1.5562
H -3.0596 1.7751 0.6960
H -4.5586 -1.4154 3.1607
H -2.2411 -1.9984 3.8046
H 0.8018 0.3386 0.6721
H 3.1213 1.1581 0.1535
C -1.8256 -5.0850 -0.3975
Si -0.0994 -5.7024 -0.7231
C 0.8318 -6.2440 0.7744
C 0.8339 -4.0341 -1.2751
C 0.8873 -5.0373 -2.3504
C -0.1848 -5.1224 -3.2999
C -0.2082 -6.1837 -4.1796
C 0.8041 -7.1468 -4.1576
C 1.8710 -7.0550 -3.2597
C 1.9406 -6.0123 -2.3605
H -0.0220 -2.0104 2.6479
H -2.6564 -5.6253 -0.8844
H -1.9267 -5.1967 0.6988
H -1.8675 -4.0107 -0.6572
H 1.1709 -7.2905 0.8145
H 1.6911 -5.5702 0.9277
H 0.1076 -6.0861 1.5932
H 0.1951 -3.1646 -1.4360
H 1.7654 -3.8125 -0.7527
H -0.9689 -4.3644 -3.2569
H -0.9882 -6.2249 -4.9370
H 0.8219 -7.9160 -4.9244
H 2.6930 -7.7668 -3.3077
H 2.7353 -5.9145 -1.6183

---

[3]
ORCA calculation (ωB97M-V/def2-TZVPD) on 2 unconnected molecules or ions with the total composition C10H19F4IO4P.

Computed properties:
- Frontier orbital gap: 6.75 eV
- Total charge: -1
- Total energy: -1731.976988 Ha
- LUMO energy: 2.11 eV

CARTESIAN COORDINATES (ANGSTROEM)
C 2.9842 2.6185 0.9168
C 2.4805 1.6127 -0.1084
C 1.7480 2.3212 -1.2643
C 1.6503 0.5280 0.5869
C 1.1195 -0.6201 -0.2943
C 1.3092 -1.9833 0.3653
C -0.3399 -0.4596 -0.7202
O -1.1483 -0.1499 0.4302
P -2.7644 -0.1488 0.3689
I -5.3956 -0.4061 0.1918
C -2.9764 1.6949 0.8214
F -3.5669 1.7555 2.0345
F -1.7585 2.2454 0.9497
C -3.7769 2.5353 -0.2239
F -4.9611 2.9108 0.2919
F -3.0863 3.6649 -0.5172
H 3.7622 3.2654 0.5002
H 2.1676 3.2626 1.2616
H 3.4032 2.1209 1.7959
H 3.3572 1.1074 -0.5354
H 2.2727 2.2275 -2.2172
H 0.7457 1.9190 -1.4148
H 1.6322 3.3910 -1.0648
H 2.2850 0.0736 1.3537
H 0.8194 1.0026 1.1228
H 1.6922 -0.6070 -1.2329
H 0.7028 -2.7559 -0.1068
H 1.0371 -1.9482 1.4266
H 2.3353 -2.3448 0.2940
H -0.6842 -1.4021 -1.1575
H -0.4730 0.3265 -1.4732
H -2.9270 -1.0407 1.4204
H -2.8421 -0.4550 -0.9916
H -3.9499 1.9778 -1.1490
C 1.0770 -5.6652 -0.4529
O 1.1133 -6.8717 -0.1685
O -0.2134 -5.0509 -0.2434
O 1.9222 -4.8775 -0.8850
H -0.7530 -5.7746 0.0885

---

[4]
ORCA calculation (ωB97M-V/def2-TZVPD) on a single CHPS3 molecule.

Computed properties:
- Frontier orbital gap: 7.02 eV
- Total charge: 0
- SMILES: S=P1=C(S)S1
- Total energy: -1574.574511 Ha
- LUMO energy: -1.54 eV

CARTESIAN COORDINATES (ANGSTROEM)
S -2.3121 -1.2645 0.7322
P -1.6401 0.2590 -0.5922
C 0.1307 0.2239 -0.2939
S 1.4504 -0.8318 -0.5052
S 0.0248 1.6844 0.5126
H 2.3463 -0.0710 0.1465

---

[5]
ORCA calculation (ωB97M-V/def2-TZVPD) on 2 unconnected molecules or ions with the total composition H3P3.

Computed properties:
- Frontier orbital gap: 8.87 eV
- Total charge: 0
- Total energy: -1025.787363 Ha
- LUMO energy: -0.67 eV

CARTESIAN COORDINATES (ANGSTROEM)
P -2.5682 -1.0607 -0.0411
P -3.0861 0.7900 -0.0774
P 0.9778 0.3238 0.3109
H 1.3243 -1.0074 0.4662
H 1.0491 0.2302 -1.0718
H 2.3031 0.7242 0.4131

---

[6]
ORCA calculation (ωB97M-V/def2-TZVPD) on a molecular structure, C12H37Ag2N8O6.

Computed properties:
- Frontier orbital gap: 5.97 eV
- Total charge: +1
- Total energy: -1662.626657 Ha
- LUMO energy: -4.84 eV

CARTESIAN COORDINATES (ANGSTROEM)
Ag -2.7467 -18.7532 -18.4542
Ag -3.9865 -15.6812 -17.3371
C -5.4233 -18.3228 -16.4825
O -4.1142 -17.8590 -16.7400
H -5.9143 -18.6877 -17.4019
H -5.4152 -19.2310 -15.8616
H -6.0829 -17.5739 -16.0417
C -10.5111 -20.2663 -12.2696
C -9.1885 -19.5158 -12.1281
C -9.3208 -18.0574 -12.5165
O -9.7005 -17.9300 -13.8732
C -8.6146 -17.6736 -14.7169
N -8.6831 -19.5517 -10.7457
H -11.1870 -20.2009 -11.4153
H -10.3431 -21.3235 -12.4927
H -11.1162 -19.9227 -13.1175
H -8.4401 -20.0052 -12.7548
H -8.3548 -17.5696 -12.3262
H -10.0513 -17.5239 -11.9018
H -7.9437 -18.5430 -14.7520
H -8.0789 -16.7476 -14.4782
H -9.0126 -17.5561 -15.7276
H -8.7934 -20.4615 -10.3170
H -9.2403 -18.9106 -10.1895
C -5.4876 -16.5535 -22.1607
C -5.3522 -17.5852 -21.0797
C -4.2474 -18.5811 -21.3636
O -4.0063 -19.4774 -20.2838
C -4.9374 -20.5525 -20.1911
N -5.2351 -16.9345 -19.7572
H -6.3516 -15.9054 -22.0283
H -5.7032 -17.0043 -23.1366
H -4.5569 -15.9932 -22.2881
H -6.3033 -18.1309 -21.0649
H -3.3227 -18.0319 -21.5694
H -4.4763 -19.1570 -22.2659
H -5.0551 -20.8244 -19.1421
H -4.5467 -21.4364 -20.6972
H -5.9248 -20.2827 -20.5634
H -5.0366 -17.6585 -19.0663
H -4.3564 -16.4026 -19.8003
C -3.0033 -21.9245 -16.9747
O -2.6621 -21.1982 -17.9146
N -2.7787 -23.2686 -17.0137
N -3.4700 -21.4286 -15.7981
H -3.0520 -23.8178 -16.2196
H -2.1693 -23.6025 -17.7368
H -3.8103 -20.4889 -15.7234
H -3.4406 -21.9862 -14.9634
C -7.4270 -22.6766 -15.9276
O -8.2539 -22.6870 -15.0380
N -6.6466 -21.5512 -16.1662
N -7.1791 -23.7435 -16.7592
H -5.9433 -21.5677 -16.8789
H -6.6116 -20.9218 -15.3874
H -7.7056 -24.5899 -16.6651
H -6.4252 -23.6543 -17.4143
C -1.8513 -18.5688 -13.7072
O -0.9732 -18.6070 -14.5496
N -1.5786 -18.6601 -12.3612
N -3.1848 -18.4446 -14.0309
H -2.3407 -18.6315 -11.7069
H -0.6630 -18.4817 -11.9949
H -3.8520 -18.0835 -13.3731
H -3.3277 -18.2669 -15.0203

---

Question: Look up the total charge of the fourth one.
Answer: 0